# 1
Below is C44H46N5O4P2ReS as an isolated structure, with properties calculated with the ωB97M-V functional and the def2-TZVPD basis.

Last column: Mulliken spin population.
CARTESIAN COORDINATES (ANGSTROEM)
H (2.225, -4.405, 0.023)  0.00
C (-0.308, 1.447, -3.310)  0.09
C (3.163, 1.869, 0.982)  0.02
H (-1.033, -2.020, -4.023)  0.00
C (0.348, 1.192, 5.400)  0.00
C (2.514, -1.918, 3.028)  -0.04
C (-3.368, -1.869, -2.212)  0.00
H (3.486, -2.205, 3.407)  0.00
H (-5.587, 0.770, 0.315)  0.00
C (3.420, 3.835, 2.326)  0.00
H (-2.679, 4.478, 1.999)  0.00
H (4.749, 0.418, 1.095)  0.00
H (0.969, 2.257, 2.253)  -0.02
O (0.940, 0.119, -4.861)  0.00
C (-2.285, -2.045, 3.102)  -0.01
H (-3.642, 2.524, -1.990)  0.00
C (-4.252, -1.180, -1.193)  0.00
H (-2.093, -3.313, 0.384)  0.00
C (2.422, -2.565, -2.821)  -0.01
H (-1.263, 4.964, -2.171)  0.00
H (0.864, 0.907, 6.307)  0.00
H (0.050, -3.088, -3.084)  0.00
H (1.829, 3.556, 0.914)  0.00
C (1.877, -1.006, -4.825)  0.00
H (1.430, -2.910, 4.583)  0.00
H (-2.104, -4.314, -1.080)  0.00
H (-3.348, -1.299, -3.146)  0.00
H (3.628, -5.561, -3.849)  0.00
Re (-0.965, 0.161, -0.457)  2.30
C (4.589, 3.302, 2.859)  0.00
N (1.012, 0.149, 0.276)  0.22
C (-1.290, 3.056, -0.247)  -0.02
C (-4.564, 1.075, 0.548)  0.00
C (-1.741, 2.469, 1.882)  0.04
H (1.382, -1.867, -5.275)  0.00
H (3.137, -6.132, -1.497)  0.00
H (-4.538, 2.165, 0.549)  0.00
C (-1.703, 1.592, 4.210)  -0.01
H (-1.609, -3.590, -3.443)  0.00
H (3.026, -0.552, -3.054)  0.00
C (2.164, -2.887, -1.491)  0.01
H (-0.908, 4.489, 2.217)  0.00
H (5.992, 1.679, 2.813)  0.00
H (-3.475, 1.151, -3.100)  0.00
C (1.238, -0.715, 1.346)  0.10
H (-0.006, 2.255, -5.259)  0.00
C (-1.036, 2.903, -1.683)  0.07
C (0.510, 0.251, -3.604)  0.00
H (-5.023, 1.466, -2.289)  0.00
O (-1.580, 4.220, 0.267)  0.02
C (-1.743, 4.006, 1.715)  0.00
H (3.188, -3.303, -4.695)  0.00
H (3.370, -0.859, 1.369)  0.01
C (2.451, -1.125, 1.866)  0.07
O (3.248, 0.093, -0.894)  0.01
C (5.059, 2.069, 2.429)  0.00
H (-1.607, 0.934, 6.248)  0.00
C (0.406, 1.951, 3.121)  0.01
C (2.935, -5.136, -1.866)  0.00
C (4.352, 1.347, 1.479)  -0.01
C (1.381, -2.319, 3.678)  0.09
P (-1.623, -2.043, -1.669)  0.03
C (0.068, -1.211, 1.955)  -0.05
H (-0.564, -3.765, -0.393)  -0.01
H (1.776, -2.124, -0.830)  0.01
O (1.734, 2.076, -1.131)  0.00
C (2.416, -4.165, -1.017)  0.01
C (-2.252, -1.331, 1.916)  0.02
C (2.708, 3.125, 1.375)  0.00
H (-3.237, -2.348, 3.513)  0.00
N (-1.119, -0.909, 1.341)  -0.09
C (-0.740, 3.738, -3.882)  0.02
C (-1.038, 3.974, -2.544)  0.00
C (-0.348, 2.468, -4.256)  -0.01
H (-5.256, -0.999, -1.584)  0.00
C (1.071, 1.565, 4.275)  0.00
N (-1.255, 2.036, 0.538)  0.06
C (-0.980, 1.967, 3.081)  -0.01
H (-4.313, 0.709, 1.540)  0.00
H (-0.755, 4.546, -4.602)  0.00
C (2.163, -1.168, -3.325)  0.02
H (-1.088, -2.950, 4.634)  0.00
H (-2.788, 1.617, 4.199)  0.00
H (2.743, -0.727, -5.416)  0.00
N (-0.749, 1.630, -2.052)  -0.03
H (-3.172, -1.115, 1.396)  -0.01
H (2.154, 1.571, 4.297)  0.00
C (-1.040, 1.205, 5.367)  0.00
H (5.150, 3.865, 3.592)  0.00
P (-3.496, 0.421, -0.775)  -0.02
C (-0.969, -2.737, -3.207)  0.02
H (3.082, 4.815, 2.634)  0.00
C (3.209, -4.816, -3.186)  0.00
N (1.003, -0.473, -2.692)  0.03
H (-4.369, -1.775, -0.283)  -0.01
H (-2.760, 2.102, 1.984)  0.00
S (2.338, 1.044, -0.337)  0.00
C (-1.095, -2.377, 3.715)  0.03
C (-3.938, 1.492, -2.174)  0.01
H (-3.744, -2.863, -2.465)  0.00
C (2.956, -3.534, -3.662)  0.00
C (0.119, -1.980, 3.136)  -0.02
C (-1.605, -3.488, -0.571)  0.02

Atoms 1-3, force components in eV/Å:
H 0.0 0.0 0.0
C 0.0 0.0 0.0
C 0.0 0.0 0.0

As for the net charge: +3. Its HOMO energy (alpha / beta) is -0.5708 / -0.5708 Eh. Its spin multiplicity is 4.

***

# 2
Below is C22H39MnN3O2SSbSi3 as an isolated structure, with properties calculated with the ωB97M-V functional and the def2-TZVPD basis.

Last column: Mulliken spin population.
CARTESIAN COORDINATES (ANGSTROEM)
C (-1.752, -0.416, 3.476)  0.00
C (3.941, 1.733, -2.000)  0.01
O (1.609, 1.997, -1.679)  0.04
H (-2.333, -1.333, 3.354)  0.00
C (-1.775, -2.840, 0.167)  0.00
H (4.791, 2.123, -2.545)  0.00
C (4.167, -3.171, 2.023)  0.00
H (4.932, -2.802, 1.354)  0.00
H (1.685, 3.944, -3.201)  0.00
S (2.036, -3.473, -3.861)  0.04
C (2.642, 3.430, -3.277)  0.01
H (3.457, 4.141, -3.140)  0.00
C (2.570, -1.570, 0.924)  0.02
H (-1.561, 4.942, -1.542)  0.00
H (-1.651, 3.005, -3.754)  0.00
H (-2.451, -2.642, -2.946)  0.00
C (2.709, 2.319, -2.244)  0.02
H (5.591, -0.980, -1.249)  0.00
C (-1.692, 2.118, -3.118)  0.02
H (2.725, 3.002, -4.278)  0.00
H (6.269, 0.609, -1.686)  0.00
H (-3.012, -0.984, -3.211)  0.00
H (-4.636, 1.758, 1.668)  0.00
H (-0.347, 4.027, -0.638)  0.00
C (5.582, 0.086, -1.022)  0.00
C (3.441, -4.614, 3.807)  0.00
O (1.326, -1.314, 0.695)  0.01
C (-1.421, 4.161, -0.791)  0.00
C (4.180, 0.617, -1.151)  0.01
H (-4.693, 0.049, 2.105)  0.00
H (-4.804, -0.322, -0.658)  0.00
C (1.543, -2.165, -3.075)  0.07
C (-4.247, 1.011, 2.363)  0.00
H (0.897, -2.665, 2.700)  0.01
C (1.891, -3.085, 2.782)  0.00
Sb (-1.127, 0.655, 0.057)  -0.14
Si (-2.352, 0.950, 2.307)  0.04
H (5.911, 0.188, 0.014)  0.00
H (-1.996, -2.749, 1.233)  0.00
N (3.593, -0.977, 0.370)  -0.02
H (-0.687, -2.824, 0.051)  0.00
H (-1.858, 4.509, 0.147)  0.00
C (-2.306, -1.601, -2.649)  0.01
H (1.383, -4.424, 4.379)  0.00
Mn (1.142, 0.080, -0.980)  4.72
H (-1.294, -1.321, -2.939)  0.00
C (2.888, -2.619, 1.930)  0.02
C (4.439, -4.161, 2.952)  0.00
H (-0.696, 1.668, -3.115)  0.00
H (-0.707, -0.649, 3.256)  0.00
H (-0.682, 2.753, 2.738)  0.00
N (3.216, 0.039, -0.486)  0.05
C (-4.383, -1.299, -0.418)  0.00
H (-4.614, 1.832, -1.481)  0.00
H (3.652, -5.385, 4.539)  0.00
H (-2.383, 1.403, -3.571)  0.00
H (-4.911, -2.051, -1.010)  0.00
C (-1.740, 2.621, 2.973)  0.00
C (-4.079, 2.764, -1.289)  0.00
H (-2.290, 3.449, 2.519)  0.00
Si (-2.196, 2.522, -1.341)  0.02
H (-4.402, 3.146, -0.317)  0.00
H (-4.576, 1.280, 3.369)  0.00
C (2.167, -4.072, 3.718)  0.00
H (-2.147, -3.806, -0.182)  0.00
H (-1.857, 2.693, 4.057)  0.00
H (-1.818, -0.112, 4.523)  0.00
N (1.152, -1.205, -2.520)  -0.02
Si (-2.518, -1.388, -0.784)  0.04
H (5.432, -4.590, 3.009)  0.00
H (-4.380, 3.488, -2.050)  0.00
H (-4.583, -1.502, 0.637)  0.00

Atoms 1-3, force components in eV/Å:
C 0.0 0.1 -0.3
C -0.3 0.2 -0.3
O -0.5 0.0 -0.1

As for the net charge: -1. The calculation puts the relative energy (zero: lowest compared OMol25 entry of this formula, charge and spin) at 24.0 kcal per mole. Its HOMO energy (alpha / beta) is -0.1403 / -0.1466 Eh. Its spin multiplicity is 6.

***

# 3
Below is C4H7N3S in the gas phase, with properties calculated with the ωB97M-V functional and the def2-TZVPD basis.

Last column: Löwdin charge in e.
CARTESIAN COORDINATES (ANGSTROEM)
H (-2.923, 0.254, -1.366)  0.01
H (2.580, 0.542, 1.423)  0.14
C (0.999, 1.515, 0.382)  -0.24
C (1.396, -0.948, 0.211)  -0.12
H (1.765, -1.858, 0.645)  0.10
S (-1.092, 0.198, -0.421)  0.82
H (-0.316, -2.142, -0.651)  0.11
H (-2.678, 0.210, 1.182)  -0.18
N (-1.945, 0.206, -1.653)  -0.29
H (1.560, 2.399, 0.667)  0.11
N (-0.121, 1.614, -0.223)  -0.10
H (0.683, -0.952, -1.691)  0.12
N (-1.832, -0.146, 1.445)  -0.15
C (0.249, -1.183, -0.683)  -0.22
C (1.675, 0.291, 0.732)  -0.09

Atoms 1-3, force components in eV/Å:
H 0.1 0.1 -0.3
H -1.7 -1.2 -1.2
C -0.4 -0.6 -0.7

The SMILES is N=S1(=N)CC=CC=N1. As for the net charge: 0. The calculation puts the relative energy (zero: lowest compared OMol25 entry of this formula, charge and spin) at 172.1 kcal per mole. Its HOMO energy is -0.3077 Eh.

***

# 4
Below is an isolated ion of composition C3H7N2S and charge +1, with properties calculated with the ωB97M-V functional and the def2-TZVPD basis.

Last column: Löwdin charge in e.
CARTESIAN COORDINATES (ANGSTROEM)
H (1.356, -0.862, -0.818)  0.16
H (1.873, 1.878, 0.211)  0.10
C (0.120, 0.711, -0.378)  -0.54
C (-0.595, -1.556, -0.310)  -0.17
S (-1.640, 0.736, 0.192)  1.02
H (-2.461, -1.611, 0.602)  0.17
H (1.548, 0.499, 1.073)  0.08
C (1.046, 1.313, 0.617)  -0.09
H (-0.555, -2.619, -0.508)  0.17
N (-1.719, -1.037, 0.116)  -0.20
N (0.388, -0.748, -0.619)  0.08
H (0.157, 1.397, -1.393)  0.18
H (0.482, 1.899, 1.215)  0.04

Atoms 1-3, force components in eV/Å:
H 0.4 -1.4 -0.4
H -0.1 0.4 -0.6
C -0.8 1.4 -3.0

The SMILES is C[C@H]1[NH+]=CNS1. As for the net charge: +1. The calculation puts the relative energy (zero: lowest compared OMol25 entry of this formula, charge and spin) at 34.8 kcal per mole. Its HOMO energy is -0.4984 Eh.

***

# 5
Below is C23H46Cl2NOReS3Si3 as an isolated structure, with properties calculated with the ωB97M-V functional and the def2-TZVPD basis.

Last column: Mulliken spin population.
CARTESIAN COORDINATES (ANGSTROEM)
H (-0.686, 5.024, 4.332)  0.00
H (-0.293, -2.341, -4.727)  0.00
H (2.368, -1.536, -6.074)  0.00
H (0.786, -1.555, -6.846)  0.00
C (2.916, -3.410, -3.235)  0.00
H (1.110, -0.404, -5.548)  0.00
H (-0.828, -0.707, 5.407)  0.00
H (-4.010, -3.172, 1.948)  0.00
Si (0.838, -1.150, 2.927)  -0.05
H (2.767, 2.813, -2.908)  0.00
H (1.096, -4.191, 0.411)  -0.01
H (-2.710, -4.236, 1.409)  -0.01
C (-1.231, 2.989, 3.897)  -0.01
H (3.016, -1.765, 2.090)  0.00
S (1.528, 1.377, -0.866)  0.00
H (-3.949, 1.155, 2.199)  0.00
H (-1.270, -5.798, -1.513)  0.02
C (0.186, 4.291, 2.508)  -0.01
H (2.071, 4.333, -2.362)  0.00
H (-0.979, 3.639, -3.875)  0.00
C (-1.858, -4.907, -1.646)  0.84
C (2.128, -1.386, 1.571)  0.10
C (3.720, -3.230, -1.959)  -0.02
C (1.445, 0.300, 3.960)  0.01
C (0.776, -2.446, -4.905)  0.00
H (4.100, -2.215, -1.862)  0.00
C (-1.165, 3.820, -2.814)  0.00
H (0.713, 5.200, 2.259)  0.00
C (-1.082, 1.920, 3.022)  0.03
C (1.831, 3.362, -2.804)  0.00
H (-4.326, -1.308, 0.351)  0.00
H (-2.580, -0.864, 5.414)  0.00
C (-1.755, -0.196, 5.152)  0.00
H (1.809, 1.119, 3.338)  0.00
Si (-2.113, -1.768, 1.333)  -0.12
H (0.686, -2.881, -2.530)  0.00
H (-3.044, -1.030, -0.847)  0.00
H (1.822, -2.128, 0.833)  -0.03
C (1.016, -2.715, 3.961)  0.01
C (-2.929, -3.321, 1.962)  0.02
H (0.107, -2.950, 4.520)  0.00
C (-0.588, 4.189, 3.651)  0.02
H (3.497, -3.208, -4.135)  0.00
H (-2.587, -3.490, 2.985)  0.00
Re (-0.167, 0.411, 0.283)  0.72
H (-1.845, 0.685, 5.792)  0.00
H (-1.988, -2.699, -1.879)  0.03
H (0.733, 0.710, 4.674)  0.00
H (0.849, 3.266, 0.747)  -0.01
H (0.985, -3.471, -5.209)  0.00
H (1.834, -2.623, 4.679)  0.00
H (-4.303, -0.443, 2.879)  0.00
C (0.851, 2.600, -1.958)  0.02
C (-0.909, -0.949, 2.288)  0.09
H (2.465, -4.397, -3.315)  0.00
H (1.432, 3.548, -3.803)  0.00
H (-0.821, 4.832, -2.590)  0.00
C (-3.316, -0.920, 0.203)  0.01
H (-2.751, -4.741, -2.227)  0.01
Cl (-0.275, -5.787, 1.440)  0.10
H (-2.242, 3.791, -2.652)  0.00
Cl (-1.137, -3.463, -1.012)  0.20
S (1.558, -2.194, -3.278)  0.01
H (-1.847, 2.869, 4.779)  0.00
H (-4.107, 0.936, 3.941)  0.00
Si (-1.884, 0.239, 3.327)  0.01
S (-1.504, 1.860, -0.877)  0.03
N (-0.332, 2.032, 1.906)  -0.08
C (1.299, -1.418, -5.895)  0.00
O (-0.334, -1.146, -0.437)  0.14
H (4.568, -3.913, -1.985)  0.00
H (-3.301, 0.150, 0.397)  0.00
C (0.172, -4.723, 0.163)  0.88
H (2.294, -0.078, 4.537)  0.00
H (1.229, -3.574, 3.320)  0.00
H (2.436, -0.481, 1.043)  -0.02
C (0.277, 3.205, 1.660)  0.04
H (3.123, -3.470, -1.079)  0.01
C (-3.730, 0.476, 3.023)  0.00
C (-0.466, 2.802, -1.957)  0.01

Atoms 1-3, force components in eV/Å:
H 0.0 0.0 0.0
H 0.0 0.0 0.0
H 0.0 0.0 0.0

As for the net charge: +1. The calculation puts the relative energy (zero: lowest compared OMol25 entry of this formula, charge and spin) at 186.4 kcal per mole. Its HOMO energy (alpha / beta) is -0.3305 / -0.3435 Eh. Its spin multiplicity is 4.